The following is a quantum chemistry calculation of C21H20N4O3 in the gas phase, from the Open Molecules 2025 dataset.

Geometry as ORCA input:
```
! RIJCOSX wB97M-V def2-TZVPD def2/J DEFGRID3
* xyz 0 1
C 2.86573 1.26109 -0.41700
H 3.00786 2.24663 -0.85525
H -1.14520 4.27183 -0.74821
N 1.75321 0.84412 0.05178
C 4.02176 0.41546 -0.38721
N 6.13890 -0.26415 -0.68069
H 2.22718 -1.52417 0.86644
C -3.25097 0.26892 -0.12019
C 5.95237 -2.56588 0.28617
C -2.04861 2.29444 -0.96413
O -2.61411 1.49092 2.41034
C 5.26762 0.76338 -0.85797
C -2.28984 1.97904 1.35349
H -2.20512 4.10886 1.37995
C 4.14196 -0.92553 0.11560
C -5.07914 -1.20061 0.43187
H -0.13953 1.10466 0.49317
C -3.56756 -1.77592 -1.34098
C -6.44510 -3.62407 -0.11806
H -6.76831 -4.58089 -0.52501
N 0.62048 1.59955 0.04279
H 7.11084 -0.25696 -0.94099
H -1.97838 -0.42026 -1.71564
H 5.37801 -4.41317 1.17541
H -7.25689 -2.89634 -0.21847
H -5.93761 -1.40421 1.05156
H -2.89716 2.82126 -1.41916
C -4.68983 -2.08290 -0.56957
O -5.31893 -3.25022 -0.87442
C 3.25195 -1.81687 0.70825
H -1.55872 1.70754 -1.74357
N -2.52025 1.45255 0.11906
C -4.36672 -0.03450 0.64789
O 1.19591 3.53784 -1.02252
C -1.07837 3.28116 -0.29530
H -0.69811 3.34530 1.87657
C 5.48536 -1.31329 -0.08818
C -2.85394 -0.61980 -1.11721
H 3.04805 -3.76766 1.54016
H -6.19533 -3.74719 0.94054
H 5.58182 1.68556 -1.30909
H 6.98200 -2.85026 0.12518
H -3.26811 -2.46992 -2.10995
C 0.37858 2.83546 -0.46524
C -1.52394 3.28207 1.16857
C 5.05064 -3.43005 0.87088
C 3.71980 -3.05916 1.07826
H -4.67384 0.63841 1.43153
*
```

Calculated values
* LUMO: 0.753 eV
* energy above the lowest of the compared OMol25 structures with the same formula, charge and spin: 172.30 kJ/mol
* SMILES: COc1ccc(N2C[C@H](C(=O)N/N=C/c3c[nH]c4ccccc34)CC2=O)cc1